# 1
{"formula": "C4H12SSi", "method": "ωB97M-V/def2-TZVPD", "elements": ["S", "H", "C", "Si", "H", "H", "C", "H", "H", "H", "H", "C", "H", "H", "H", "H", "C", "H"], "positions_angstrom": [[-3.451, 1.244, 0.021], [-2.301, -0.501, 2.101], [-0.297, 0.573, 0.446], [-1.998, -0.224, 0.693], [3.036, 1.768, -0.851], [-0.382, 1.538, -0.046], [3.318, -0.128, 0.008], [3.574, -0.702, 0.886], [0.208, 0.733, 1.393], [-3.197, -2.216, -0.271], [-1.488, -2.551, -0.068], [3.288, 1.188, 0.022], [-4.478, 0.413, -0.034], [3.100, -0.697, -0.881], [-2.037, -1.572, -1.418], [3.511, 1.753, 0.913], [-2.202, -1.789, -0.365], [0.350, -0.051, -0.164]], "forces_ev_per_angstrom": [[0.5522, 0.2956, -0.0019], [0.1016, -0.1608, 0.2349], [-0.5021, -0.1932, 0.2079], [0.0014, -0.0414, -0.9266], [-0.0532, 0.0397, -0.1955], [-0.0625, 0.1071, -0.0827], [0.0883, -0.2903, 0.0304], [0.0237, -0.0190, 0.1272], [0.0619, 0.0120, 0.1472], [-0.1675, -0.0091, 0.0799], [0.1609, -0.1420, 0.1032], [0.0045, 0.2479, 0.0159], [-0.3496, -0.3489, 0.0388], [-0.0553, -0.0405, -0.1773], [0.0403, 0.1416, -0.0754], [0.0520, 0.0602, 0.1932], [0.0889, 0.4590, 0.3609], [0.0144, -0.1181, -0.0800]], "lowdin_charge": [0.398, -0.046, -0.256, 0.271, 0.048, 0.019, -0.091, 0.047, 0.021, 0.016, 0.018, -0.085, -0.231, 0.046, 0.026, 0.047, -0.257, 0.009], "total_charge": 0, "smiles": "C[SiH](C)S.C=C", "de_lowest_kcal_mol": 19.3}

---

# 2
{"formula": "C4H9O2", "method": "ωB97M-V/def2-TZVPD", "elements": ["C", "O", "C", "H", "H", "H", "C", "H", "H", "H", "H", "C", "H", "H", "O"], "positions_angstrom": [[1.957, -0.902, -0.248], [-1.469, 0.834, -2.022], [1.517, 0.210, 0.688], [1.549, -0.185, 1.711], [2.988, -1.244, -0.275], [1.325, -1.772, -0.059], [-1.485, 0.178, -1.019], [1.961, 1.188, 0.640], [0.452, 0.348, 0.490], [-1.521, 0.757, 1.095], [-2.608, 1.678, 0.165], [-2.254, 0.664, 0.285], [-2.957, -0.107, 0.572], [1.641, -0.621, -1.261], [-1.095, -1.026, -0.763]], "forces_ev_per_angstrom": [[-0.8135, 0.0367, -1.1015], [0.5591, -0.0937, -0.1811], [-0.7328, -1.0056, 0.7928], [0.2024, 0.4494, 0.0560], [0.1653, 0.3732, 0.2732], [0.1979, -0.0773, 0.2478], [-1.5845, 0.7159, 0.3441], [0.6180, 0.1392, -0.2156], [0.2025, 0.1805, 0.1080], [-0.0858, -0.3330, -0.0802], [-0.5199, -0.1054, -0.6773], [1.5991, -0.4936, 0.5475], [-0.4243, 0.2800, -0.0054], [0.4949, -0.0402, -0.0603], [0.1216, -0.0261, -0.0478]], "lowdin_spin": [0.002, 0.023, -0.001, 0.000, 0.000, 0.000, 0.083, 0.000, 0.000, 0.000, 0.017, 0.102, -0.001, 0.001, 0.774], "total_charge": 0, "spin_multiplicity": 2, "de_lowest_kcal_mol": 8.9}

---

# 3
{"formula": "C27H34MnN3O5Si", "method": "ωB97M-V/def2-TZVPD", "elements": ["H", "O", "H", "H", "H", "N", "H", "C", "O", "H", "H", "N", "C", "H", "C", "H", "C", "C", "H", "C", "C", "C", "H", "H", "H", "C", "H", "H", "H", "H", "C", "H", "C", "C", "H", "C", "Si", "O", "H", "H", "C", "C", "H", "H", "O", "C", "N", "H", "H", "C", "O", "H", "C", "H", "C", "C", "Mn", "C", "H", "H", "H", "C", "C", "H", "C", "C", "H", "H", "C", "C", "H"], "positions_angstrom": [[2.834, -3.531, 1.087], [-3.711, 2.976, -0.124], [-1.009, 3.981, -4.525], [-3.039, -2.947, -3.126], [-0.574, -3.446, -2.857], [-0.547, 2.380, -3.201], [3.272, -5.627, 2.300], [4.665, -0.368, 0.509], [-1.393, -0.878, -3.050], [-1.586, -1.892, 0.693], [1.221, 3.278, 3.186], [-1.033, 1.861, -2.082], [2.214, -3.791, 1.940], [-2.859, -3.274, -4.872], [-0.890, 2.880, 3.519], [-1.231, -1.399, -5.017], [0.454, 1.893, 1.060], [4.669, -0.059, -0.846], [1.488, 1.665, 1.356], [0.649, -4.497, 4.112], [-2.964, 2.125, -0.639], [-3.291, 4.702, -2.828], [-0.535, 2.445, 4.456], [-2.037, 1.072, 3.186], [1.014, 3.945, 0.800], [1.180, -2.929, 2.323], [3.506, -1.047, 2.177], [-2.178, 2.245, 1.910], [-1.700, 3.570, 3.775], [-3.565, -1.739, -4.310], [-2.809, -2.499, -4.097], [-0.583, -0.550, 3.144], [-2.094, 2.583, -1.785], [1.684, -5.333, 3.713], [0.997, 0.237, 3.162], [2.329, -0.611, -0.960], [0.684, -1.422, 1.271], [-4.135, 4.813, -1.825], [1.431, -0.724, -1.545], [-0.421, -2.684, 3.743], [0.256, 3.635, 2.813], [-0.667, -1.751, 0.108], [0.029, -4.769, 4.959], [5.577, -0.276, 1.088], [-3.319, 5.426, -3.797], [-0.358, -2.915, -3.791], [-0.473, 1.056, 1.832], [-0.466, -2.677, -0.440], [3.502, 0.025, -2.646], [3.492, -0.797, 1.118], [-2.844, 0.916, -0.322], [-0.319, -3.641, -4.612], [0.164, -0.073, 2.499], [0.234, 1.930, -3.645], [-1.465, 1.792, 2.601], [0.226, 3.381, 1.306], [-1.288, -0.179, -1.256], [0.404, -3.315, 3.423], [0.209, 4.704, 3.032], [-0.729, 3.706, 0.880], [5.580, 0.281, -1.325], [2.465, -4.978, 2.622], [-1.253, 3.431, -3.629], [-4.031, 4.055, -1.166], [-1.429, -1.851, -4.028], [3.499, -0.191, -1.583], [0.388, 1.672, -0.007], [1.876, -6.258, 4.245], [-2.278, 3.611, -2.730], [2.294, -0.914, 0.405], [0.621, -2.439, -3.689]], "forces_ev_per_angstrom": [[-0.0314, -0.0349, 0.0508], [-0.2836, -0.0835, 0.0717], [-0.0141, -0.0655, 0.0956], [-0.0145, -0.0175, -0.0454], [0.0395, 0.0215, -0.0574], [0.5466, -0.0640, -0.2955], [-0.0081, 0.0130, -0.0049], [-0.0536, -0.0085, -0.0154], [0.0216, 0.2057, -0.5319], [-0.0079, -0.0333, 0.0039], [0.0182, 0.0085, 0.0292], [-0.1049, -0.1399, 0.0693], [-0.0091, -0.0185, 0.0642], [-0.0051, 0.0380, 0.0541], [0.0652, 0.0371, -0.0355], [0.0256, 0.0511, -0.0565], [-0.0829, 0.0046, 0.2690], [-0.0492, -0.0021, 0.0150], [0.0131, -0.0156, 0.0375], [0.0046, 0.0603, -0.0292], [0.1740, -0.1349, -0.0250], [-0.0104, -0.2652, -0.1538], [0.0204, 0.0012, -0.0015], [-0.0351, -0.0382, -0.0313], [-0.0246, 0.0165, -0.0107], [-0.0165, -0.1022, 0.0553], [0.0088, 0.0283, -0.0550], [0.0009, -0.0038, -0.0009], [0.0203, -0.0058, 0.0365], [0.0109, -0.0400, 0.0197], [-0.0648, 0.0136, -0.0178], [0.0042, 0.0477, 0.0003], [-0.4056, 0.0894, 0.2142], [-0.0104, 0.0306, -0.0082], [0.0023, -0.0491, -0.0027], [0.2853, -0.0452, 0.2262], [-0.0360, -0.0700, -0.0787], [-0.2147, 0.1752, -0.3489], [-0.2740, -0.0356, -0.1848], [0.0308, -0.0583, -0.0061], [-0.0836, 0.0118, -0.0445], [0.1444, 0.1795, 0.0907], [0.0096, 0.0065, -0.0084], [-0.0210, -0.0044, -0.0053], [0.0767, 0.1511, 0.0366], [0.0219, -0.0386, 0.0426], [0.0903, -0.0236, -0.0255], [-0.0530, 0.0080, -0.1159], [-0.0143, 0.0033, 0.0376], [-0.0200, 0.0856, -0.0068], [-0.1118, 0.2845, -0.0216], [0.0168, 0.0360, 0.0653], [-0.0280, 0.2074, 0.0171], [0.0168, -0.0299, -0.0192], [0.0892, -0.0157, -0.0519], [-0.0185, -0.0378, 0.0713], [0.0525, -0.9232, 0.3441], [0.0780, -0.0342, -0.0010], [0.0044, -0.0086, -0.0031], [0.0387, -0.0015, 0.0058], [-0.0062, -0.0235, 0.0055], [-0.0177, 0.0765, -0.0216], [-0.0807, 0.2148, -0.2547], [0.2092, 0.1256, 0.4304], [-0.0003, -0.0086, 0.2443], [0.0257, -0.0047, 0.0398], [0.0218, -0.0523, -0.1245], [-0.0068, 0.0222, -0.0101], [-0.0604, 0.2791, 0.0856], [0.1143, 0.0464, -0.0933], [-0.0241, -0.0424, -0.0248]], "lowdin_spin": [0.000, 0.011, 0.001, 0.000, 0.000, 0.004, 0.000, 0.000, 0.114, 0.008, 0.000, 0.025, 0.001, 0.000, 0.000, 0.002, 0.008, 0.000, 0.000, 0.000, 0.011, 0.000, 0.000, 0.000, 0.000, 0.002, 0.000, 0.000, 0.000, 0.000, 0.003, 0.000, 0.011, 0.001, 0.000, 0.008, 0.014, 0.000, 0.007, 0.000, 0.000, 0.029, 0.000, 0.000, 0.000, 0.002, 0.007, 0.006, 0.000, 0.000, 0.050, 0.000, 0.001, 0.000, 0.000, 0.001, 4.634, 0.001, 0.000, 0.000, 0.000, 0.000, 0.008, 0.000, 0.016, 0.001, 0.006, 0.000, 0.001, 0.002, 0.000], "total_charge": -1, "e_tot_ev": -82461.0737, "spin_multiplicity": 6}

---

# 4
{"formula": "C3H8N2O2", "method": "ωB97M-V/def2-TZVPD", "elements": ["H", "H", "H", "H", "C", "O", "N", "H", "C", "N", "H", "O", "C", "H", "H"], "positions_angstrom": [[1.974, 0.942, 1.008], [0.765, -0.782, 1.214], [0.541, -0.129, -1.774], [1.762, -1.747, 0.277], [0.250, -0.607, -0.873], [-2.223, -0.781, 0.310], [-0.575, 0.656, -0.408], [-2.630, 1.955, 0.608], [-1.695, 0.407, 0.135], [2.125, 0.321, 0.292], [-3.034, -0.829, 0.947], [-0.018, 1.762, -0.598], [1.269, -0.806, 0.287], [-0.511, -1.410, -0.961], [1.999, 1.048, -0.464]], "forces_ev_per_angstrom": [[-0.4836, 1.0374, 2.6905], [-1.1752, -0.3206, 1.0124], [1.1457, -0.5714, -1.0661], [0.7090, -0.8872, -0.5915], [-2.1515, 0.3897, 2.5279], [-2.4519, -1.5264, 1.5129], [-0.0409, -2.5514, 0.1374], [2.2209, -3.5926, -1.1006], [-2.6768, 4.8802, 1.5745], [2.5247, 1.1725, -2.6021], [2.4446, 0.6515, -1.7585], [0.1376, 1.6444, -0.4590], [-1.0363, 1.2783, -1.9248], [0.8614, 0.3279, -0.3513], [-0.0276, -1.9324, 0.3983]], "lowdin_charge": [0.029, 0.100, 0.111, 0.092, -0.012, -0.002, -0.314, 0.248, -0.233, -0.010, 0.180, -0.144, -0.252, 0.115, 0.092], "total_charge": 0, "de_lowest_kcal_mol": 186.4}